1.
The following is a DFT calculation (wB97M-V/def2-TZVPD) of 4 unconnected molecules or ions with the total composition C24H51NO17P5.

- Calculated total energy: -3985.24087 a.u.
- Net charge: -1

```
98
C24H51NO17P5, DFT wB97M-V/def2-TZVPD
C 7.506 2.869 7.366
C 6.929 2.178 6.030
C 5.348 2.574 5.772
O 4.722 1.343 5.427
P 3.030 1.420 4.987
C 3.644 1.726 3.178
C 4.326 0.459 2.475
O 4.311 0.466 1.188
C 5.063 -0.778 3.132
C 4.274 -2.147 3.095
C 4.784 -3.470 3.716
C 6.158 -3.454 4.436
C 7.004 -2.127 4.479
C 6.441 -0.800 3.834
C 1.209 1.214 4.460
C 0.059 1.474 5.535
C -1.337 1.336 4.663
O -0.029 2.808 6.085
N 2.860 3.158 5.376
C 2.435 3.901 4.447
O 1.823 4.542 3.547
P 2.625 1.006 7.138
O 2.291 2.293 7.974
H 7.488 4.016 7.306
H 6.878 2.462 8.244
H 8.586 2.500 7.573
H 7.568 2.572 5.153
H 7.068 1.032 6.092
H 5.427 3.367 4.942
H 5.047 3.026 6.798
H 3.123 -0.027 4.841
H 2.779 2.007 2.458
H 4.449 2.561 3.121
H 3.243 -2.171 2.575
H 4.094 -4.390 3.628
H 6.510 -4.429 4.916
H 8.021 -2.143 5.019
H 7.063 0.151 3.891
H 0.894 1.816 3.516
H 1.041 0.114 4.113
H -0.085 0.629 6.317
H -1.285 0.306 4.131
H -1.376 2.201 3.920
H -2.196 1.360 5.440
H -0.169 2.688 7.051
H 1.708 -0.075 7.354
H 3.878 0.537 7.721
C 3.761 -0.293 -4.780
O 2.688 -1.187 -4.511
P 2.722 -1.873 -2.932
O 3.788 -2.883 -3.357
O 1.237 -2.540 -3.139
C 0.578 -2.556 -4.395
O 2.703 -2.495 -1.333
C 3.756 -1.994 -0.513
H 3.623 0.125 -5.779
H 3.760 0.521 -4.051
H 4.716 -0.822 -4.746
H 1.208 -3.005 -5.167
H 0.278 -1.546 -4.675
H -0.325 -3.163 -4.300
H 3.686 -0.909 -0.440
H 4.730 -2.274 -0.923
H 3.656 -2.421 0.485
C -2.954 3.277 -7.559
O -3.684 2.210 -6.964
P -2.807 1.341 -5.765
O -2.030 0.558 -6.823
O -4.136 0.497 -5.312
C -5.346 0.517 -6.054
O -1.962 0.583 -4.476
C -0.686 1.156 -4.214
H -3.608 3.795 -8.263
H -2.631 3.983 -6.790
H -2.087 2.891 -8.100
H -5.176 0.241 -7.098
H -5.815 1.498 -5.980
H -6.023 -0.218 -5.615
H -0.800 2.210 -3.953
H -0.035 1.059 -5.087
H -0.233 0.630 -3.373
C -11.637 -2.330 -2.829
O -11.464 -2.262 -4.240
P -9.820 -2.262 -4.749
O -9.656 -0.783 -4.401
O -10.239 -2.421 -6.324
C -11.576 -2.281 -6.778
O -8.179 -2.406 -5.234
C -7.276 -2.582 -4.148
H -12.706 -2.376 -2.612
H -11.156 -3.228 -2.436
H -11.217 -1.442 -2.350
H -12.004 -1.325 -6.463
H -12.183 -3.115 -6.423
H -11.567 -2.306 -7.869
H -7.531 -3.488 -3.594
H -7.307 -1.719 -3.479
H -6.265 -2.685 -4.548
```


2.
The following is a DFT calculation (wB97M-V/def2-TZVPD) of 10 unconnected molecules or ions with the total composition C24H52N2O14PS2.

- Calculated total energy: -3245.10784 a.u.
- Net charge: +1

```
95
C24H52N2O14PS2, DFT wB97M-V/def2-TZVPD
C 2.231 -6.152 3.376
C 0.633 -5.882 3.785
O 0.374 -5.547 5.051
O -0.345 -6.092 2.708
C -1.356 -5.027 2.645
C -1.181 -4.098 1.305
C -0.521 -2.610 1.606
C -1.514 -1.322 1.989
C -3.141 -1.484 2.124
C -4.192 -1.562 0.824
C -5.771 -1.673 1.207
N -6.466 -1.754 2.523
C -5.585 -1.741 3.726
C -3.975 -1.592 3.557
C -0.912 0.212 2.278
C -1.869 1.486 2.664
O -2.457 1.475 3.889
O -2.186 2.639 1.805
S -2.201 2.201 0.140
C 0.739 0.357 2.148
C 1.633 -1.005 1.790
P 3.555 -0.695 1.702
S 3.812 0.523 0.163
N 1.004 -2.382 1.542
O 1.762 -3.480 1.228
H 2.340 -6.724 2.356
H 2.718 -6.821 4.223
H 2.792 -5.125 3.358
H -1.421 -4.342 3.591
H -2.411 -5.578 2.548
H -2.216 -4.030 0.720
H -0.461 -4.702 0.573
H -3.786 -1.530 -0.297
H -6.500 -1.688 0.259
H -6.032 -1.831 4.820
H -3.330 -1.585 4.557
H -0.883 1.711 -0.082
H 1.231 1.419 2.317
H 3.989 -0.070 2.951
H 4.199 -1.973 1.531
H 2.296 -3.230 0.412
C 0.033 -2.323 6.479
O -0.141 -1.663 5.238
H 0.699 -3.177 6.336
H 0.478 -1.633 7.200
H -0.934 -2.675 6.844
H -0.736 -0.910 5.396
C -0.041 0.422 -2.876
O 0.439 1.346 -1.917
H -1.017 0.757 -3.235
H 0.656 0.373 -3.717
H -0.143 -0.563 -2.415
H 1.305 1.023 -1.617
C 2.767 3.213 -4.571
O 2.271 3.600 -3.302
H 3.221 4.081 -5.055
H 3.521 2.432 -4.446
H 1.944 2.844 -5.187
H 1.875 2.810 -2.897
C 3.067 0.696 -7.647
O 2.571 1.083 -6.378
H 3.521 1.564 -8.131
H 3.821 -0.085 -7.522
H 2.244 0.327 -8.264
H 2.175 0.293 -5.973
C -8.460 1.400 3.556
O -7.516 0.556 4.189
H -8.931 2.035 4.311
H -7.953 2.028 2.820
H -9.225 0.792 3.067
H -7.115 0.005 3.495
C 4.964 4.431 -8.183
O 4.168 3.811 -9.175
H 5.832 3.800 -7.978
H 5.302 5.406 -8.542
H 4.380 4.551 -7.267
H 3.406 4.393 -9.336
C 0.467 5.799 -9.678
O 1.800 5.657 -10.131
H 0.202 4.929 -9.072
H 0.382 6.703 -9.070
H -0.206 5.861 -10.537
H 2.007 6.442 -10.665
C -2.091 -2.370 9.968
O -2.266 -1.710 8.728
H -1.425 -3.224 9.826
H -1.646 -1.681 10.690
H -3.059 -2.723 10.334
H -2.861 -0.958 8.886
C 5.469 3.462 -1.742
O 5.231 4.261 -2.886
H 6.459 3.698 -1.344
H 4.713 3.677 -0.983
H 5.433 2.406 -2.020
H 4.347 4.030 -3.217
```


3.
The following is a DFT calculation (wB97M-V/def2-TZVPD) of 9 unconnected molecules or ions with the total composition C24H52N4O18.

- Calculated total energy: -2518.63092 a.u.

```
98
C24H52N4O18, DFT wB97M-V/def2-TZVPD
C -3.822 2.057 0.307
N -3.736 0.559 0.629
O -4.772 -0.042 0.974
O -2.583 0.087 0.501
H -3.079 2.593 0.898
H -4.846 2.381 0.493
H -3.600 2.179 -0.753
C 3.981 -2.547 3.047
N 3.285 -3.905 2.966
O 3.282 -4.386 1.866
O 2.786 -4.349 3.948
H 5.010 -2.633 2.697
H 4.009 -2.234 4.091
H 3.382 -1.825 2.493
C 0.455 0.497 -0.443
N 1.357 -0.493 0.221
O 2.502 -0.152 0.489
O 0.927 -1.592 0.627
H -0.388 0.000 -0.924
H 1.060 1.068 -1.147
H 0.037 1.232 0.244
C -0.916 4.929 -1.682
N -0.804 3.691 -0.880
O -0.295 3.795 0.210
O -1.317 2.688 -1.295
H 0.069 5.327 -1.923
H -1.481 5.641 -1.081
H -1.573 4.643 -2.504
O -2.524 1.426 3.294
C -1.987 0.554 3.951
O -2.163 0.380 5.293
C -3.317 0.806 6.034
C -3.244 0.411 7.494
C -0.784 -0.211 3.410
H -4.088 0.255 5.496
H -3.627 1.848 5.964
H -4.239 0.352 7.936
H -2.686 1.177 8.031
H -2.792 -0.571 7.637
H 0.046 0.478 3.254
H -1.018 -0.670 2.449
H -0.453 -0.955 4.135
O 4.058 1.596 -3.401
C 4.014 0.608 -2.650
O 3.151 -0.396 -2.728
C 2.250 -0.425 -3.797
C 1.364 -1.646 -3.623
C 4.906 0.549 -1.442
H 2.727 -0.400 -4.777
H 1.594 0.417 -3.575
H 1.941 -2.546 -3.835
H 0.519 -1.501 -4.296
H 1.060 -1.795 -2.587
H 4.817 1.504 -0.923
H 5.904 0.396 -1.853
H 4.639 -0.245 -0.744
O 0.433 -4.404 -1.869
C -0.548 -4.010 -1.211
O -0.783 -4.386 0.082
C -0.003 -5.373 0.761
C -0.311 -5.328 2.257
C -1.555 -3.087 -1.792
H 1.048 -5.114 0.631
H -0.103 -6.371 0.333
H 0.435 -5.853 2.854
H -1.282 -5.738 2.535
H -0.205 -4.299 2.602
H -1.628 -2.236 -1.115
H -2.512 -3.584 -1.952
H -1.287 -2.619 -2.739
O -2.363 -0.424 -5.257
C -3.252 -0.127 -4.472
O -4.549 -0.116 -4.698
C -5.128 -0.220 -6.025
C -6.570 0.062 -5.904
C -2.842 0.225 -3.044
H -5.020 -1.238 -6.398
H -4.575 0.431 -6.701
H -6.599 1.110 -5.605
H -7.124 -0.560 -5.201
H -7.051 -0.128 -6.864
H -1.959 0.864 -3.068
H -2.762 -0.714 -2.498
H -3.603 0.882 -2.622
O 6.561 2.668 2.038
C 5.785 3.124 1.225
O 4.505 3.116 1.225
C 3.767 2.409 2.196
C 2.287 2.701 1.993
C 6.376 3.742 -0.062
H 4.111 2.597 3.213
H 3.991 1.354 2.038
H 1.916 2.513 0.985
H 2.164 3.743 2.286
H 1.676 2.076 2.645
H 5.887 3.402 -0.975
H 7.433 3.490 -0.143
H 6.238 4.810 0.102
```


Repeat the third record exactly.
The following is a DFT calculation (wB97M-V/def2-TZVPD) of 9 unconnected molecules or ions with the total composition C24H52N4O18.

- Calculated total energy: -2518.63092 a.u.

```
98
C24H52N4O18, DFT wB97M-V/def2-TZVPD
C -3.822 2.057 0.307
N -3.736 0.559 0.629
O -4.772 -0.042 0.974
O -2.583 0.087 0.501
H -3.079 2.593 0.898
H -4.846 2.381 0.493
H -3.600 2.179 -0.753
C 3.981 -2.547 3.047
N 3.285 -3.905 2.966
O 3.282 -4.386 1.866
O 2.786 -4.349 3.948
H 5.010 -2.633 2.697
H 4.009 -2.234 4.091
H 3.382 -1.825 2.493
C 0.455 0.497 -0.443
N 1.357 -0.493 0.221
O 2.502 -0.152 0.489
O 0.927 -1.592 0.627
H -0.388 0.000 -0.924
H 1.060 1.068 -1.147
H 0.037 1.232 0.244
C -0.916 4.929 -1.682
N -0.804 3.691 -0.880
O -0.295 3.795 0.210
O -1.317 2.688 -1.295
H 0.069 5.327 -1.923
H -1.481 5.641 -1.081
H -1.573 4.643 -2.504
O -2.524 1.426 3.294
C -1.987 0.554 3.951
O -2.163 0.380 5.293
C -3.317 0.806 6.034
C -3.244 0.411 7.494
C -0.784 -0.211 3.410
H -4.088 0.255 5.496
H -3.627 1.848 5.964
H -4.239 0.352 7.936
H -2.686 1.177 8.031
H -2.792 -0.571 7.637
H 0.046 0.478 3.254
H -1.018 -0.670 2.449
H -0.453 -0.955 4.135
O 4.058 1.596 -3.401
C 4.014 0.608 -2.650
O 3.151 -0.396 -2.728
C 2.250 -0.425 -3.797
C 1.364 -1.646 -3.623
C 4.906 0.549 -1.442
H 2.727 -0.400 -4.777
H 1.594 0.417 -3.575
H 1.941 -2.546 -3.835
H 0.519 -1.501 -4.296
H 1.060 -1.795 -2.587
H 4.817 1.504 -0.923
H 5.904 0.396 -1.853
H 4.639 -0.245 -0.744
O 0.433 -4.404 -1.869
C -0.548 -4.010 -1.211
O -0.783 -4.386 0.082
C -0.003 -5.373 0.761
C -0.311 -5.328 2.257
C -1.555 -3.087 -1.792
H 1.048 -5.114 0.631
H -0.103 -6.371 0.333
H 0.435 -5.853 2.854
H -1.282 -5.738 2.535
H -0.205 -4.299 2.602
H -1.628 -2.236 -1.115
H -2.512 -3.584 -1.952
H -1.287 -2.619 -2.739
O -2.363 -0.424 -5.257
C -3.252 -0.127 -4.472
O -4.549 -0.116 -4.698
C -5.128 -0.220 -6.025
C -6.570 0.062 -5.904
C -2.842 0.225 -3.044
H -5.020 -1.238 -6.398
H -4.575 0.431 -6.701
H -6.599 1.110 -5.605
H -7.124 -0.560 -5.201
H -7.051 -0.128 -6.864
H -1.959 0.864 -3.068
H -2.762 -0.714 -2.498
H -3.603 0.882 -2.622
O 6.561 2.668 2.038
C 5.785 3.124 1.225
O 4.505 3.116 1.225
C 3.767 2.409 2.196
C 2.287 2.701 1.993
C 6.376 3.742 -0.062
H 4.111 2.597 3.213
H 3.991 1.354 2.038
H 1.916 2.513 0.985
H 2.164 3.743 2.286
H 1.676 2.076 2.645
H 5.887 3.402 -0.975
H 7.433 3.490 -0.143
H 6.238 4.810 0.102
```